No. 1
{"formula": "C2H24F6LiNO16S2", "method": "ωB97M-V with the def2-TZVPD basis set", "charge": 1, "gap_ha": [0.348, 0.111], "total_energy_ev": -74882.6112, "spin_multiplicity": 2, "e_lumo_ev": [-4.1, -10.5], "symbols": ["Li", "C", "F", "F", "F", "S", "O", "O", "N", "S", "O", "O", "C", "F", "F", "F", "O", "H", "H", "O", "H", "H", "O", "H", "H", "O", "H", "H", "O", "H", "H", "O", "H", "H", "O", "H", "H", "O", "H", "H", "O", "H", "H", "O", "H", "H", "O", "H", "H", "O", "H", "H"], "xyz": [[12.130, -14.834, -14.049], [13.136, -17.514, -11.304], [13.796, -17.951, -12.327], [13.141, -18.510, -10.466], [13.798, -16.556, -10.800], [11.332, -16.965, -11.786], [10.963, -17.770, -12.961], [10.639, -17.320, -10.562], [11.661, -15.268, -12.190], [10.812, -14.588, -11.143], [9.380, -14.678, -11.328], [11.328, -14.619, -9.763], [11.113, -12.681, -11.615], [11.028, -12.528, -12.988], [10.218, -11.816, -11.060], [12.388, -12.365, -11.221], [14.539, -14.156, -9.277], [13.959, -14.916, -9.239], [15.237, -14.416, -9.878], [13.797, -16.892, -7.841], [13.447, -17.677, -8.264], [13.102, -16.609, -7.247], [6.842, -14.039, -11.798], [7.785, -14.180, -11.704], [6.445, -14.840, -11.456], [15.051, -19.833, -8.336], [15.697, -20.191, -8.944], [14.208, -19.993, -8.760], [7.524, -17.870, -13.034], [7.823, -17.563, -13.891], [8.106, -18.600, -12.824], [12.896, -19.166, -14.985], [12.524, -18.668, -14.257], [13.823, -18.927, -14.990], [13.292, -13.276, -14.170], [12.793, -12.485, -14.375], [14.205, -13.025, -14.306], [15.117, -11.318, -11.199], [15.291, -11.461, -12.130], [14.377, -11.891, -11.003], [10.424, -14.129, -15.209], [10.272, -13.548, -15.954], [9.563, -14.228, -14.802], [13.268, -9.961, -13.676], [13.964, -9.822, -14.318], [13.709, -10.359, -12.926], [9.906, -19.824, -10.023], [8.995, -20.068, -10.185], [9.969, -18.918, -10.325], [9.017, -17.090, -15.356], [9.415, -16.801, -16.176], [9.759, -17.268, -14.778]], "atomic_forces_ev_per_a": [[-0.08, 0.69, -0.84], [-0.31, -1.09, -0.32], [0.30, -0.21, -2.66], [-1.47, -0.70, 1.08], [0.75, 2.77, 1.11], [1.44, -4.85, -0.58], [0.71, 2.50, 1.12], [0.28, 2.41, -1.20], [-0.31, -3.88, -0.43], [0.07, 7.29, 3.80], [-0.32, -1.02, 0.08], [-1.09, -0.72, -2.02], [0.52, 0.77, -0.27], [-0.05, -0.34, 1.90], [1.57, -1.98, -0.70], [-2.16, -0.41, -0.59], [-0.26, 0.55, -0.32], [-0.08, -0.41, 0.45], [0.36, -0.05, 0.00], [0.01, 0.40, -0.39], [0.08, -0.37, 0.11], [-0.15, 0.10, 0.32], [-0.34, 0.63, -0.32], [0.68, -0.05, 0.14], [-0.48, -0.67, 0.21], [-0.07, 0.28, 0.10], [0.24, -0.14, -0.10], [-0.21, -0.28, -0.04], [-0.09, 0.30, 0.55], [-0.06, 0.05, -0.52], [0.06, -0.30, 0.04], [-0.16, 0.13, -0.22], [-0.20, -0.07, 0.23], [0.32, -0.10, -0.08], [-0.02, -0.57, -0.02], [-0.28, 0.61, 0.02], [0.33, -0.17, -0.07], [-0.04, 0.28, -0.21], [0.35, -0.11, -0.17], [-0.07, -0.27, 0.38], [0.60, -0.39, 0.39], [0.13, 0.20, -0.33], [-0.41, -0.19, 0.11], [-0.37, -0.57, -0.34], [0.20, 0.33, -0.22], [0.16, 0.17, 0.62], [0.12, -0.29, -0.03], [-0.24, -0.24, 0.07], [-0.13, -0.04, 0.12], [-0.11, 0.33, 0.17], [-0.06, -0.04, -0.38], [0.32, -0.30, 0.21]], "nbo_charge": [0.93, 0.80, -0.30, -0.28, -0.28, 2.04, -0.88, -0.85, -1.11, 2.15, -0.80, -0.69, 0.78, -0.34, -0.28, -0.31, -0.92, 0.48, 0.47, -0.94, 0.47, 0.48, -0.63, 0.49, 0.49, -0.93, 0.47, 0.46, -0.96, 0.49, 0.47, -0.93, 0.46, 0.47, -1.01, 0.52, 0.51, -0.91, 0.44, 0.48, -0.99, 0.51, 0.50, -0.95, 0.47, 0.47, -0.94, 0.47, 0.46, -0.96, 0.49, 0.48]}

---

No. 2
{"formula": "C8H12O3P", "method": "ωB97M-V with the def2-TZVPD basis set", "charge": -1, "gap_ha": [0.263, 0.238], "total_energy_ev": -23919.0645, "spin_multiplicity": 3, "e_lumo_ev": [3.6, 1.8], "symbols": ["C", "C", "C", "C", "C", "C", "C", "C", "O", "O", "O", "P", "H", "H", "H", "H", "H", "H", "H", "H", "H", "H", "H", "H"], "xyz": [[0.380, 0.355, -2.328], [0.476, -0.668, -0.936], [-0.760, -0.019, -3.224], [0.798, 1.630, -0.083], [1.016, 0.093, 0.235], [0.689, -2.205, -1.176], [0.358, -0.233, 1.620], [-1.885, 1.536, -0.331], [-0.888, -0.851, -4.090], [-1.645, 0.869, -2.910], [-0.325, 3.011, -2.145], [-0.476, 1.696, -1.489], [0.298, 2.094, 0.804], [1.639, 2.149, -0.412], [2.118, -0.070, 0.245], [-0.190, -2.555, -1.762], [0.644, -2.858, -0.322], [1.709, -2.210, -1.612], [0.539, -1.310, 1.672], [-0.645, 0.081, 1.560], [0.971, 0.233, 2.381], [-1.900, 0.478, 0.043], [-1.641, 2.250, 0.584], [-2.847, 1.880, -0.764]], "atomic_forces_ev_per_a": [[-1.36, -2.90, 3.00], [0.18, -0.83, -1.74], [0.36, 0.45, -1.00], [-2.69, -1.58, 1.17], [0.10, 1.75, -0.33], [-0.89, 2.38, -0.18], [2.80, -1.17, -1.91], [-0.19, 0.75, 1.57], [0.36, -1.10, -0.51], [-0.65, -0.10, 0.77], [-0.34, 1.38, -0.13], [1.75, 1.78, 0.54], [1.02, 0.00, -0.59], [1.52, 0.83, -0.41], [-0.30, -0.26, 0.41], [1.22, 0.18, -0.54], [0.34, 0.14, 0.93], [-0.67, -0.77, -0.42], [-0.80, -0.15, 0.65], [-1.10, 0.09, 0.49], [-0.29, 0.30, 0.34], [-0.42, 0.92, -0.35], [-0.56, -1.50, -1.88], [0.61, -0.60, 0.12]], "nbo_charge": [-0.39, 0.11, 0.68, -0.77, -0.33, -0.71, -0.60, -1.00, -0.68, -0.66, -1.16, 1.97, 0.19, 0.22, 0.19, 0.24, 0.20, 0.21, 0.20, 0.21, 0.20, 0.22, 0.21, 0.24]}

---

No. 3
{"formula": "C4H9NO", "method": "ωB97M-V with the def2-TZVPD basis set", "charge": 0, "e_above_lowest_ev": 6.333, "gap_ha": 0.347, "total_energy_ev": -7825.9874, "spin_multiplicity": 1, "e_lumo_ev": 0.8, "symbols": ["C", "O", "C", "C", "C", "N", "H", "H", "H", "H", "H", "H", "H", "H", "H"], "xyz": [[-0.804, -0.277, -2.071], [-0.295, -0.445, -0.814], [-0.451, 0.571, 0.057], [0.292, 0.380, 1.322], [0.635, -0.974, 1.845], [1.682, -0.100, 1.308], [-0.324, -0.859, -2.856], [-0.518, 1.279, -2.101], [-1.864, -0.160, -2.283], [-1.437, 1.035, 0.125], [0.087, 1.730, -1.098], [0.114, 1.165, 2.051], [0.306, -1.817, 1.241], [0.679, -1.144, 2.923], [1.897, -0.385, 0.352]], "atomic_forces_ev_per_a": [[0.46, 3.18, -0.60], [-0.54, -0.38, -0.64], [0.71, 1.39, -1.54], [0.27, 0.27, 0.41], [-0.13, -0.09, -0.04], [-0.25, -0.05, -0.32], [0.27, -0.06, 0.51], [0.40, -2.38, 0.00], [-0.21, -0.28, 0.87], [0.04, -0.31, 0.05], [-1.10, -1.47, 1.40], [0.00, -0.03, -0.12], [0.11, 0.11, 0.14], [-0.05, 0.08, -0.34], [0.01, 0.02, 0.22]], "nbo_charge": [-0.20, -0.49, 0.09, -0.17, -0.25, -0.56, 0.20, 0.05, 0.18, 0.19, 0.01, 0.21, 0.20, 0.20, 0.35]}

---

No. 4
{"formula": "C20H47ClFIN17O27", "method": "ωB97M-V with the def2-TZVPD basis set", "charge": 1, "gap_ha": 0.254, "total_energy_ev": -125415.9901, "spin_multiplicity": 1, "e_lumo_ev": -4.9, "symbols": ["N", "C", "N", "C", "C", "O", "C", "O", "C", "N", "C", "Cl", "N", "I", "N", "C", "C", "O", "F", "H", "H", "H", "H", "H", "H", "H", "H", "H", "H", "H", "C", "N", "O", "O", "H", "H", "H", "C", "N", "O", "O", "H", "H", "H", "C", "N", "O", "O", "H", "H", "H", "C", "N", "O", "O", "H", "H", "H", "C", "N", "O", "O", "H", "H", "H", "C", "N", "O", "O", "H", "H", "H", "C", "N", "O", "O", "H", "H", "H", "C", "N", "O", "O", "H", "H", "H", "C", "N", "O", "O", "H", "H", "H", "C", "N", "O", "O", "H", "H", "H", "C", "N", "O", "O", "H", "H", "H", "C", "N", "O", "O", "H", "H", "H"], "xyz": [[5.995, -1.300, 0.902], [5.265, -1.736, -0.281], [4.309, -0.690, -0.713], [2.902, -0.981, -0.482], [2.306, -0.212, 0.713], [1.381, -1.083, 1.377], [0.114, -1.045, 0.949], [-0.752, -1.688, 1.463], [4.833, 0.395, -1.253], [6.155, 0.523, -1.470], [6.332, 1.706, -2.001], [7.799, 2.371, -2.454], [5.168, 2.368, -2.158], [4.971, 4.260, -2.922], [4.177, 1.527, -1.693], [2.812, 1.997, -1.711], [2.535, 3.024, -0.624], [1.671, 3.819, -0.644], [3.424, 2.959, 0.370], [5.909, -1.977, 1.645], [6.972, -1.168, 0.676], [5.927, -1.983, -1.097], [4.715, -2.632, -0.028], [2.792, -2.029, -0.227], [2.317, -0.857, -1.393], [1.743, 0.662, 0.414], [3.106, 0.015, 1.407], [-0.082, -0.408, 0.072], [2.096, 1.191, -1.697], [2.654, 2.532, -2.645], [6.190, -6.343, -2.046], [5.843, -5.073, -1.351], [6.552, -4.104, -1.536], [4.854, -5.077, -0.649], [7.086, -6.173, -2.632], [6.351, -7.094, -1.280], [5.343, -6.610, -2.670], [-3.704, -2.309, 0.013], [-4.601, -2.249, -1.175], [-5.769, -1.969, -0.994], [-4.099, -2.480, -2.252], [-4.285, -2.080, 0.898], [-3.291, -3.311, 0.062], [-2.916, -1.580, -0.137], [0.323, 4.017, 2.982], [0.809, 2.622, 3.168], [0.852, 1.897, 2.187], [1.132, 2.292, 4.281], [0.076, 4.159, 1.937], [-0.548, 4.142, 3.617], [1.124, 4.681, 3.293], [9.731, -2.771, -2.164], [9.867, -3.900, -3.127], [9.108, -4.839, -3.001], [10.728, -3.802, -3.970], [8.925, -3.005, -1.479], [10.679, -2.672, -1.644], [9.515, -1.878, -2.742], [-7.142, 0.801, -0.887], [-7.540, 2.078, -0.236], [-6.967, 3.093, -0.578], [-8.412, 2.022, 0.604], [-6.360, 1.011, -1.606], [-6.792, 0.133, -0.108], [-8.022, 0.392, -1.373], [1.305, -6.263, 0.536], [1.544, -7.400, -0.395], [0.790, -8.345, -0.339], [2.483, -7.301, -1.161], [0.442, -6.493, 1.146], [2.197, -6.144, 1.144], [1.129, -5.380, -0.071], [-7.099, 5.321, 1.842], [-7.510, 6.581, 2.513], [-6.948, 7.606, 2.205], [-8.401, 6.502, 3.342], [-6.313, 5.552, 1.135], [-6.748, 4.644, 2.616], [-7.963, 4.913, 1.340], [8.177, 2.452, 1.299], [8.618, 1.040, 1.455], [8.551, 0.324, 0.471], [9.028, 0.705, 2.538], [7.835, 2.587, 0.280], [7.378, 2.644, 2.009], [9.040, 3.075, 1.514], [-11.207, 7.761, 3.651], [-12.527, 7.134, 3.937], [-13.481, 7.497, 3.278], [-12.557, 6.292, 4.806], [-11.342, 8.487, 2.858], [-10.862, 8.237, 4.562], [-10.525, 6.973, 3.351], [-11.061, 6.967, -0.221], [-9.590, 6.969, -0.457], [-9.060, 8.014, -0.751], [-9.018, 5.901, -0.338], [-11.431, 7.976, -0.361], [-11.503, 6.281, -0.936], [-11.229, 6.621, 0.794], [2.087, -3.802, -4.354], [1.750, -2.531, -3.655], [2.428, -1.549, -3.897], [0.819, -2.557, -2.881], [2.934, -3.619, -5.004], [2.322, -4.538, -3.590], [1.211, -4.101, -4.921], [-3.324, -7.374, 1.592], [-2.133, -6.485, 1.665], [-2.060, -5.557, 0.885], [-1.301, -6.752, 2.507], [-3.969, -7.015, 0.800], [-2.963, -8.377, 1.386], [-3.818, -7.332, 2.557]], "atomic_forces_ev_per_a": [[-0.10, -0.12, -0.50], [0.72, 0.22, 0.98], [-0.10, -0.49, -0.26], [-0.48, 0.66, 0.03], [-0.30, -0.92, -0.35], [0.35, 0.18, 0.04], [-0.70, -0.41, 0.23], [0.24, 0.14, -0.14], [-0.87, 0.27, -0.19], [0.48, 0.09, -0.06], [-0.99, -0.31, 0.22], [0.20, -0.03, -0.10], [1.00, 0.66, -0.38], [-0.20, -0.36, 0.18], [0.00, -0.80, 0.10], [0.41, 0.60, -0.11], [-0.29, -0.07, -0.07], [-0.16, 0.04, 0.03], [0.24, -0.04, 0.26], [0.07, 0.01, 0.09], [0.06, 0.10, 0.20], [-0.01, 0.15, -0.20], [-0.35, 0.02, -0.28], [0.34, -0.16, -0.04], [0.00, 0.10, -0.12], [0.23, 0.43, 0.06], [-0.13, 0.23, 0.24], [0.25, 0.21, 0.00], [-0.04, -0.27, 0.14], [-0.13, -0.13, -0.16], [0.20, 0.00, -0.10], [0.00, -0.12, -0.18], [0.04, -0.06, 0.01], [-0.07, 0.08, 0.13], [0.02, 0.06, 0.03], [-0.10, -0.03, 0.01], [-0.07, -0.05, 0.10], [-0.07, -0.02, 0.14], [0.07, 0.00, 0.07], [-0.04, 0.02, -0.01], [0.01, 0.00, -0.05], [-0.06, 0.01, -0.02], [0.10, 0.00, -0.05], [0.08, -0.07, -0.03], [-0.06, 0.03, -0.17], [-0.04, 0.05, 0.02], [0.00, 0.04, -0.11], [0.04, -0.02, 0.04], [0.02, -0.04, -0.01], [0.05, 0.01, 0.08], [-0.02, -0.01, 0.09], [-0.11, -0.02, 0.14], [-0.03, 0.05, 0.09], [0.05, -0.12, -0.07], [0.02, 0.01, -0.07], [-0.02, -0.05, -0.03], [0.04, 0.05, -0.06], [0.09, 0.02, -0.03], [0.07, 0.03, -0.09], [0.03, -0.01, -0.07], [0.08, 0.04, 0.03], [-0.03, 0.00, 0.06], [0.00, 0.05, 0.00], [-0.10, -0.05, 0.02], [-0.03, -0.05, 0.08], [-0.08, 0.00, 0.08], [-0.06, 0.03, 0.02], [-0.02, -0.03, 0.00], [0.06, 0.04, -0.10], [0.05, -0.01, 0.02], [0.06, 0.03, -0.08], [0.07, 0.02, -0.02], [0.30, -0.13, 0.07], [0.04, -0.01, -0.04], [0.03, 0.05, 0.00], [0.04, -0.06, -0.04], [-0.04, 0.07, -0.04], [-0.09, 0.02, 0.05], [-0.08, -0.09, 0.03], [-0.03, 0.09, -0.08], [0.04, 0.07, 0.01], [0.07, -0.04, -0.07], [-0.08, -0.05, 0.01], [0.06, -0.01, 0.04], [0.08, -0.07, 0.12], [-0.04, 0.05, 0.06], [-0.07, 0.10, -0.18], [0.03, 0.07, -0.04], [-0.03, -0.03, -0.05], [-0.01, -0.03, 0.05], [-0.06, 0.03, 0.03], [0.06, -0.11, 0.05], [-0.01, 0.00, 0.18], [-0.06, 0.15, -0.02], [-0.08, -0.06, -0.02], [0.03, 0.05, -0.01], [-0.09, 0.10, -0.07], [0.04, 0.02, -0.01], [0.02, -0.07, 0.04], [0.00, -0.09, -0.02], [0.11, 0.00, -0.11], [0.06, -0.14, -0.13], [0.04, 0.11, 0.14], [0.01, 0.10, 0.15], [0.00, 0.05, 0.00], [-0.10, -0.03, 0.03], [-0.05, -0.04, 0.08], [-0.12, 0.04, -0.11], [-0.07, -0.13, 0.11], [0.03, 0.08, -0.07], [-0.05, 0.03, -0.04], [0.02, 0.03, -0.02], [0.03, -0.01, 0.08], [0.06, -0.06, 0.04]], "mulliken_charge": [-0.43, -1.00, 0.30, -1.45, -0.04, -0.46, 0.30, -0.50, 0.39, -0.28, 0.48, -0.08, -1.01, 0.40, 0.92, -0.90, 0.92, -0.50, -0.21, 0.26, 0.14, 0.57, 0.51, 0.58, 0.36, 0.36, 0.30, 0.36, 0.29, 0.44, -0.78, 0.94, -0.46, -0.56, 0.31, 0.29, 0.26, -0.56, 0.96, -0.57, -0.55, 0.31, 0.20, 0.20, -0.76, 0.83, -0.49, -0.51, 0.30, 0.32, 0.29, -0.65, 0.90, -0.51, -0.55, 0.17, 0.33, 0.28, -0.76, 0.90, -0.51, -0.52, 0.31, 0.28, 0.31, -0.25, 0.97, -0.54, -0.57, -0.05, 0.25, 0.22, -0.79, 1.00, -0.54, -0.62, 0.30, 0.32, 0.31, -0.48, 0.94, -0.53, -0.53, 0.01, 0.29, 0.32, -0.59, 0.91, -0.54, -0.54, 0.32, 0.30, 0.18, -0.69, 0.89, -0.52, -0.51, 0.30, 0.28, 0.23, -0.77, 0.92, -0.55, -0.47, 0.31, 0.28, 0.29, -0.79, 0.85, -0.48, -0.55, 0.31, 0.31, 0.30]}

---

No. 5
{"formula": "C7H6N4O2", "method": "ωB97M-V with the def2-TZVPD basis set", "smiles": "ON/C=N/c1cccc2nonc12", "charge": 0, "e_above_lowest_ev": 4.233, "gap_ha": 0.293, "total_energy_ev": -17405.6268, "spin_multiplicity": 1, "e_lumo_ev": -0.6, "symbols": ["O", "N", "C", "N", "C", "C", "C", "C", "C", "N", "O", "N", "C", "H", "H", "H", "H", "H", "H"], "xyz": [[-4.083, 1.148, 0.151], [-3.432, -0.062, -0.048], [-2.044, -0.032, 0.170], [-1.264, -0.693, -0.624], [0.089, -0.634, -0.305], [0.887, -1.717, -0.136], [2.269, -1.625, 0.096], [2.947, -0.369, 0.238], [2.172, 0.833, -0.018], [2.544, 2.020, 0.061], [1.359, 2.732, -0.233], [0.318, 1.948, -0.344], [0.741, 0.702, -0.267], [-4.398, 1.125, 0.955], [-3.641, -0.382, -0.901], [-1.608, 0.664, 0.999], [0.458, -2.697, -0.278], [2.779, -2.543, 0.277], [3.907, -0.418, 0.208]], "atomic_forces_ev_per_a": [[2.62, 0.89, -6.53], [2.39, 0.92, 4.36], [0.94, 0.90, -0.63], [-1.36, 0.34, 1.47], [0.56, 1.80, -0.32], [-0.88, 0.02, -0.50], [1.51, 3.73, 1.00], [-7.31, -2.77, -1.43], [-0.70, -5.22, 0.64], [-0.15, 3.57, -0.68], [1.19, 0.60, 0.75], [-1.22, -1.33, -0.64], [1.01, -0.08, 0.59], [-2.79, -0.38, 6.67], [-1.06, -1.52, -3.93], [-1.27, -1.30, -1.26], [-0.21, -0.05, 0.15], [0.63, -0.38, -0.13], [6.09, 0.25, 0.43]], "nbo_charge": [-0.54, -0.32, 0.29, -0.49, 0.17, -0.26, -0.15, -0.21, 0.08, -0.09, -0.13, -0.05, 0.03, 0.46, 0.37, 0.19, 0.23, 0.22, 0.20]}